A) # C32H30N8ORuS6

A structure of composition C32H30N8ORuS6 (ωB97M-V with the def2-TZVPD basis set, the OMol25 dataset).

<S²> ... 0.76
Orbital gap (alpha / beta) ... 5.26 / 5.76 eV
Net charge ... -1
2S+1 ... 2

Element x y z (Å)
C (0.5230, -0.0722, -3.3190)
H (-5.0605, -1.7496, 0.9005)
C (-0.9834, -0.1118, -6.8286)
S (1.0047, -2.7536, -4.1717)
C (-1.1274, -0.3306, 4.7348)
C (-3.3055, -0.7796, 1.1254)
H (3.1520, -4.2829, 1.6073)
N (-1.8565, 3.9873, 0.8450)
S (1.6536, -2.0130, 1.2654)
H (-1.1393, -1.3279, 4.3163)
C (3.1844, 1.7010, 0.7517)
N (0.9584, 0.8697, 0.5947)
C (2.7675, -2.9795, -2.3453)
H (2.3468, -4.7159, -3.6199)
H (-3.2035, 1.8588, 1.5558)
N (-1.3806, 1.8714, -0.3414)
C (-1.5883, 2.8777, 0.1843)
C (0.1682, -5.2347, -0.7480)
C (-1.1010, 2.2444, 5.7768)
S (-1.9599, 0.1215, -4.4750)
C (1.3978, -3.5402, 0.6331)
H (2.6049, -0.9482, -1.5128)
C (-1.4446, -0.1146, 6.0655)
H (1.7724, 1.4701, 3.8100)
H (4.0948, 1.9684, 0.2342)
Ru (-0.7285, -0.0380, -0.2497)
C (0.1144, -0.1840, -5.9329)
N (-3.4093, 2.7006, 2.0833)
H (0.9464, -5.4711, -1.4796)
C (0.8302, 0.9714, 1.9442)
C (2.2384, 3.3112, -3.3725)
C (-0.7752, 2.0287, 4.4457)
S (3.1015, 1.0106, -4.0547)
H (3.5195, -3.3832, -1.6826)
C (1.1862, 2.3970, -3.1089)
H (-3.7314, 2.5318, 3.0223)
H (1.8489, -5.4757, 1.4991)
H (-1.7014, -0.9560, 6.6974)
H (-4.5106, -1.6099, 2.5062)
H (-3.1509, 0.1306, -6.6101)
H (4.2773, 3.1553, -4.1717)
C (0.3292, -3.8196, -0.2456)
H (2.1841, 4.3725, -3.1736)
C (1.3168, -1.3728, -3.1913)
C (-0.2685, -0.0777, -4.6278)
H (1.1439, -0.3084, -6.2385)
C (2.1073, 1.2258, 0.0280)
N (-2.9053, 4.8830, 2.6638)
H (-2.5103, 5.7463, 2.3311)
C (1.5023, 1.1095, -3.4313)
C (3.3395, 2.7023, -3.8942)
H (0.2211, 2.6415, -2.6875)
S (-3.0829, -0.5960, -0.5663)
C (1.8849, 1.4304, 2.7363)
C (2.1673, -3.6905, -3.3394)
C (2.3537, -4.6594, 0.9725)
H (-1.6876, 1.3346, 7.6317)
C (2.2764, -1.6541, -2.2636)
C (-2.1682, 0.0531, -6.1732)
C (3.0722, 1.7904, 2.1333)
N (-4.5345, -1.2209, 1.5764)
C (-0.7880, 0.7408, 3.9103)
H (3.9058, 2.1271, 2.7367)
N (-2.4622, -0.4767, 2.0922)
C (-1.4368, 1.1715, 6.5906)
H (-0.8951, -0.1825, -7.9040)
H (0.2462, -5.9682, 0.0572)
S (-0.7903, -2.6974, -0.8177)
N (-1.2546, -0.0305, 1.6285)
O (-0.3736, 0.1663, -2.3290)
H (2.1354, 1.1412, -1.0487)
H (-1.0904, 3.2516, 6.1756)
H (-3.7910, 4.9568, 3.1344)
H (-0.5161, 2.8670, 3.8082)
C (-0.4434, 0.5331, 2.4921)
H (-0.7971, -5.3523, -1.2370)
C (-2.7186, 3.8224, 1.8250)
H (2.7948, -5.0955, 0.0700)

B) # C32H30N8ORuS6

A structure of composition C32H30N8ORuS6 (ωB97M-V with the def2-TZVPD basis set, the OMol25 dataset).

<S²> ... 0.76
Orbital gap (alpha / beta) ... 5.52 / 5.60 eV
Net charge ... -1
2S+1 ... 2

Element x y z (Å)
H (-4.3280, 1.9415, 4.0314)
C (-3.4172, 2.5199, 3.9579)
N (2.2188, 0.5351, 0.9015)
H (-1.7981, -4.1331, -2.0399)
N (6.0547, 0.7822, -1.4998)
S (-4.2599, 2.8631, 0.7989)
H (3.7997, -2.9831, 4.1218)
S (-2.6392, -0.9535, 3.9148)
C (2.1698, -2.1881, 2.9297)
C (2.5731, -2.7216, 1.7660)
H (-1.4234, 5.0431, 4.9177)
H (-4.0927, -2.8017, 4.5600)
C (0.3248, -0.4956, -3.6487)
N (-0.1983, -0.8310, -1.2857)
H (3.5838, -1.1531, -0.5768)
S (-1.0959, 3.2857, 3.2495)
H (1.4972, -2.2342, -3.2331)
H (6.2337, 1.7731, -1.4929)
C (3.6854, -3.7398, 1.6616)
C (-3.9902, -1.9983, 3.8478)
H (3.7305, -4.1429, 0.6491)
C (-3.0406, 1.6415, 0.7618)
H (-5.2177, 3.4140, -1.3828)
C (0.5034, -1.2577, -6.3272)
C (4.8733, 0.4479, -0.8878)
H (-0.8539, 1.1433, -4.3627)
C (-4.4989, 2.7738, -0.8962)
C (-4.3465, -0.5732, 2.0661)
H (-3.6619, 1.6322, -2.5240)
H (2.1837, -3.3294, 4.7557)
H (0.2634, 3.0671, 0.8337)
C (-3.6774, 1.8492, -1.4641)
H (2.8559, -1.7118, 4.9083)
H (4.9972, -1.4785, -1.5175)
H (6.2631, 0.3191, -2.3681)
C (-2.3412, 1.1072, 2.0241)
C (0.6847, 1.2860, -1.8438)
C (-3.1722, -0.0695, 2.5423)
C (3.1830, 0.9594, 0.4336)
N (-0.7720, -1.9971, -1.7031)
S (1.7772, -2.3376, 0.2405)
H (1.4767, 4.7792, -0.5548)
C (1.2710, 3.7924, -0.9470)
N (0.3073, 1.6465, -0.6212)
C (-0.2955, 0.2570, -4.6404)
C (1.1284, -2.0128, -5.3411)
N (4.2951, 1.3741, -0.1585)
H (-4.8404, -0.1789, 1.1897)
H (2.2521, 4.1052, -2.8337)
H (-2.1704, -4.4807, -0.4076)
H (-3.7908, 4.0751, 5.4958)
H (3.5328, -4.5813, 2.3427)
Ru (0.2360, -0.6445, 0.8706)
H (1.6832, -2.9031, -5.6111)
C (0.5880, 2.8596, -0.1781)
C (-4.8172, -1.6885, 2.8111)
S (0.8474, -1.0496, 3.0838)
C (1.6943, 3.4146, -2.2126)
C (-3.1271, 3.6715, 4.7433)
H (-2.1284, 0.4287, -0.7305)
H (-5.7187, -2.2379, 2.5766)
H (4.6647, -3.3055, 1.8903)
H (0.5717, -1.5557, -7.3662)
H (-0.7101, 0.4649, -6.7335)
C (-2.4145, 2.2032, 3.0911)
C (-0.2124, -0.1244, -5.9733)
H (1.7217, 1.8177, -3.6586)
S (-1.4175, -2.2254, 0.9184)
C (2.7947, -2.5774, 4.2465)
C (-2.8447, 1.2017, -0.5091)
N (4.4105, -0.7932, -1.0757)
C (-1.3599, -2.6611, -0.7406)
N (-2.0397, -3.7883, -1.1248)
C (-1.9044, 4.1956, 4.4554)
C (1.0355, -1.6388, -4.0112)
O (-1.0173, 0.8367, 1.8005)
C (1.4027, 2.1433, -2.6778)
C (0.2639, -0.0732, -2.2281)

B) wins, 0.772 eV ahead of the next structure.

A) # C5H5N3O3

A structure of composition C5H5N3O3 (ωB97M-V with the def2-TZVPD basis set, the OMol25 dataset).

Orbital gap ... 8.04 eV
2S+1 ... 1

Element x y z (Å)
N (-0.0446, -1.1377, 0.3824)
N (0.1122, 0.9945, 0.2985)
C (-1.7375, 0.1010, -1.0550)
N (2.2215, -0.1336, 0.5766)
H (2.9746, -0.3471, -0.0292)
H (1.7754, -0.8320, 1.2696)
O (-0.8597, 0.0504, 2.3351)
H (-2.7229, 0.0960, -1.4965)
C (-1.2211, 1.2937, -0.5392)
H (2.2005, 0.9119, 0.9571)
C (-1.2530, -1.1751, -0.6847)
O (-1.4793, 2.4543, -0.6902)
C (0.8491, 0.0071, -0.2676)
H (1.2012, 0.0278, -1.2687)
O (-1.5388, -2.3021, -1.0097)
C (-0.4776, -0.0090, 1.2214)

B) # C5H5N3O3

The molecule C5H5N3O3 (ωB97M-V with the def2-TZVPD basis set, the OMol25 dataset).

Orbital gap ... 8.98 eV
SMILES string ... Cn1c([N+](=O)[O-])cnc1C=O
2S+1 ... 1

Element x y z (Å)
N (0.4695, -0.5929, 1.9020)
N (-0.7355, -1.8841, -1.3412)
O (-0.5188, -1.3329, -2.5208)
H (-0.1273, 2.1369, -0.5616)
O (-1.1785, -2.9586, -1.1692)
O (1.2174, 2.7753, 0.8650)
C (0.2711, 0.4632, 1.0871)
C (-0.4002, 1.1196, -1.1250)
H (-1.4101, 0.9728, -1.4115)
C (0.9885, 1.8222, 1.4934)
N (-0.2244, 0.2423, -0.1157)
H (1.2022, 1.7975, 2.6574)
C (-0.3640, -1.1667, -0.1148)
H (0.2970, 0.9818, -2.0613)
C (0.1084, -1.6577, 1.1307)
H (0.4047, -2.7188, 1.2854)

A) wins, 1.090 eV ahead of the next structure.

A) # C5H4NO4

A cluster of 2 separate species, C5H4NO4 in total (ωB97M-V with the def2-TZVPD basis set, the OMol25 dataset).

Orbital gap ... 6.84 eV
Net charge ... -1
2S+1 ... 1

Element x y z (Å)
C (-0.5089, -1.1648, -1.2936)
O (-0.3624, 3.3002, -1.2692)
O (-0.0948, -2.0953, -1.9946)
H (1.6073, -2.1043, -0.2083)
C (-1.0740, -0.2473, 1.0181)
C (0.0153, -0.7146, -0.0660)
H (1.1991, -1.6821, 1.4672)
O (-1.8569, -0.7682, 1.7662)
C (1.3129, -1.2934, 0.4534)
O (-0.2250, 3.7836, 0.9626)
N (-0.3967, 0.6425, 0.4524)
C (-0.2938, 3.4858, -0.1411)
H (-1.4222, -0.6043, -1.6106)
H (2.1002, -0.5379, 0.4635)

B) # C5H4NO4

The ion C5H4NO4 with charge -1 (ωB97M-V with the def2-TZVPD basis set, the OMol25 dataset).

Orbital gap (alpha / beta) ... 6.52 / 6.52 eV
Net charge ... -1
SMILES string ... CN1C(=O)C([O-])=C1C(=O)O
2S+1 ... 1

Element x y z (Å)
O (2.7585, 1.2700, 0.0128)
H (-1.4720, -0.9461, -0.7857)
O (-0.7503, 2.8298, -0.1608)
H (-1.6527, -1.8295, 0.6847)
N (0.1143, -0.7776, 0.3703)
H (-0.4821, -2.4833, -0.4318)
C (-1.0160, 1.3745, -0.0428)
C (-0.9395, -1.5746, -0.0314)
C (0.0798, 0.6276, 0.1710)
O (2.1135, -1.9754, -0.0932)
C (1.4711, -0.9844, 0.1938)
O (-2.2290, 1.1203, -0.0600)
C (1.8253, 0.4860, 0.0542)
H (0.1792, 2.8628, 0.1191)

A) wins, 2.003 eV ahead of the next structure.